Entry 1:
Below is C3H9NO2P as an isolated structure, with properties calculated with the ωB97M-V functional and the def2-TZVPD basis.

Properties
**HOMO energy (alpha / beta)**: -1.242 / -3.964 eV
**Kohn-Sham gap (alpha / beta)**: 5.47 / 5.70 eV
**E**: -18127.10247 eV
**Charge**: -1
**⟨S²⟩**: 2.011
**Multiplicity**: 3

Geometry as XYZ:
```
16
C3H9NO2P, DFT the ωB97M-V functional and the def2-TZVPD basis
P 1.14073 -0.54737 0.28580
O 1.33425 -1.92008 -0.59674
O 2.03243 -0.61884 1.50607
N 1.54674 0.54987 -0.84434
C -2.94141 -0.22235 0.31817
C 1.80297 1.85690 -0.39557
C -1.98522 -1.10550 0.01390
H -2.76705 0.81219 0.15275
H -1.44448 -0.97895 -0.95625
H -3.51789 -0.33043 1.19552
H 2.83232 1.95117 0.27017
H -2.16043 -2.11069 0.50277
H 1.73975 -1.44463 -1.29047
H 0.98889 2.21770 0.27775
H -0.59844 -0.69807 0.87435
H 1.99683 2.58910 -1.31388
```

=====

Entry 2:
Below is a 2-piece molecular cluster, C3H9NO2S overall, with properties calculated with the ωB97M-V functional and the def2-TZVPD basis.

Properties
**HOMO energy**: -9.402 eV
**Kohn-Sham gap**: 10.15 eV
**SMILES**: NC(=O)O.CCS
**E**: -19678.41312 eV
**Charge**: 0
**Multiplicity**: 1

Geometry as XYZ:
```
16
C3H9NO2S, DFT the ωB97M-V functional and the def2-TZVPD basis
S -2.11717 0.66894 0.12143
O 1.03779 -1.13854 0.34072
O -0.17164 -1.41352 -1.53439
N 1.60950 -2.70855 -1.21844
C 0.82915 -1.71263 -0.69928
C -0.80867 1.37860 1.17810
C 0.09212 2.27833 0.34815
H 1.16220 -3.29611 -1.89808
H -0.44583 3.15295 0.00804
H 2.29228 -3.07384 -0.58331
H -2.57257 -0.21120 1.02224
H 0.46233 1.74993 -0.52057
H -0.76584 -0.78050 -1.08296
H 0.93189 2.60925 0.94416
H -1.30015 1.93338 1.96779
H -0.23538 0.56350 1.60641
```

=====

Entry 3:
Below is a 2-piece molecular cluster, C3H9NO2S overall, with properties calculated with the ωB97M-V functional and the def2-TZVPD basis.

Properties
**HOMO energy**: -9.580 eV
**Kohn-Sham gap**: 10.16 eV
**SMILES**: O=CNCCS.O
**E**: -19676.43888 eV
**Charge**: 0
**Multiplicity**: 1

Geometry as XYZ:
```
16
C3H9NO2S, DFT the ωB97M-V functional and the def2-TZVPD basis
S -1.94223 -0.35761 1.13862
O 1.53359 1.82521 0.71005
O 2.29720 -1.61663 0.92710
N 0.88230 -0.68772 -0.65655
C 1.13944 -1.42670 0.54832
C -0.41563 -0.34782 -1.18639
C -1.33479 0.47992 -0.37403
H 0.90507 1.13614 1.08883
H -0.96982 -1.20961 -1.50739
H 2.38282 1.52263 1.15179
H 1.71845 -0.15793 -0.91099
H -2.28461 0.61438 -0.90600
H -0.98064 1.47740 -0.07600
H -2.92019 0.33505 1.04387
H 0.27271 -1.83481 1.05645
H -0.28367 0.24810 -2.04767
```

=====

Entry 4:
Below is a 2-piece molecular cluster, C3H9NO2S overall, with properties calculated with the ωB97M-V functional and the def2-TZVPD basis.

Properties
**HOMO energy**: -9.227 eV
**Kohn-Sham gap**: 9.84 eV
**SMILES**: NC(=O)CCS.O
**E**: -19677.78088 eV
**Charge**: 0
**Multiplicity**: 1

Geometry as XYZ:
```
16
C3H9NO2S, DFT the ωB97M-V functional and the def2-TZVPD basis
S -3.10352 0.29640 1.14891
O 1.38738 1.17004 0.98263
O 0.98162 0.31620 -2.92110
N 1.79028 -0.82909 0.00577
C -0.39547 -0.45237 0.99598
C 1.00126 0.06210 0.67598
C -1.38847 0.68349 0.75630
H -0.38633 -0.64609 2.07021
H -1.35425 1.01196 -0.25356
H -0.61940 -1.33777 0.40625
H -3.28588 -0.63903 0.20704
H 1.35450 -1.69389 -0.26738
H 1.57883 0.06633 -2.20902
H 0.76248 1.24525 -2.83824
H -1.11138 1.54524 1.33890
H 2.78836 -0.79877 -0.09867
```

=====

Entry 5:
Below is a 2-piece molecular cluster, C3H9NO2S overall, with properties calculated with the ωB97M-V functional and the def2-TZVPD basis.

Properties
**HOMO energy**: -9.531 eV
**Kohn-Sham gap**: 10.17 eV
**SMILES**: O=CNCCS.O
**E**: -19677.14237 eV
**Charge**: 0
**Multiplicity**: 1

Geometry as XYZ:
```
16
C3H9NO2S, DFT the ωB97M-V functional and the def2-TZVPD basis
S 0.87315 -0.18847 3.20812
O -0.28632 -2.40284 -2.66599
O -1.01339 0.57909 -2.39119
N -0.00037 1.26250 -0.52144
C 0.67215 1.11135 0.79608
C 0.08583 -0.04733 1.58182
C -0.39261 0.28999 -1.38523
H -0.07825 -0.71167 -1.10500
H 0.42057 0.97650 3.68548
H -0.16639 2.22947 -0.75381
H -1.12428 -2.11014 -3.03417
H -0.98721 0.00326 1.63922
H 0.57279 2.03325 1.33777
H 0.24524 -0.96643 1.01493
H -0.54862 -3.02332 -1.97824
H 1.72769 0.96478 0.57164
```

=====

Entry 6:
Below is a 2-piece molecular cluster, C3H9NO2S overall, with properties calculated with the ωB97M-V functional and the def2-TZVPD basis.

Properties
**HOMO energy**: -9.225 eV
**Kohn-Sham gap**: 9.77 eV
**SMILES**: N[C@H](C=O)CS.O
**E**: -19676.26053 eV
**Charge**: 0
**Multiplicity**: 1

Geometry as XYZ:
```
16
C3H9NO2S, DFT the ωB97M-V functional and the def2-TZVPD basis
S 1.48974 0.94804 -1.20024
O 0.35021 -2.63282 0.96054
O -0.94507 2.59623 1.55854
N -1.64111 -0.10841 -0.63209
C 0.73686 0.05971 0.18516
C -0.62904 -2.01857 0.63556
C -0.40542 -0.79436 -0.32974
H -2.10917 -0.47275 -1.45276
H 0.37715 1.57878 -1.54336
H -1.50388 0.85272 -0.93047
H -1.61349 -2.22089 1.07445
H -1.77670 2.41449 1.10256
H -0.78301 1.81597 2.08103
H 1.45718 -0.44636 0.81318
H 0.37386 0.77423 0.96497
H 0.01252 -1.30044 -1.20124
```

=====

Entry 7:
Below is a 2-piece molecular cluster, C3H9NO2S overall, with properties calculated with the ωB97M-V functional and the def2-TZVPD basis.

Properties
**HOMO energy (alpha / beta)**: -14.273 / -13.918 eV
**Kohn-Sham gap (alpha / beta)**: 10.52 / 4.88 eV
**E**: -19668.73667 eV
**Charge**: +1
**⟨S²⟩**: 0.754
**Multiplicity**: 2

Geometry as XYZ:
```
16
C3H9NO2S, DFT the ωB97M-V functional and the def2-TZVPD basis
S 0.49970 2.74522 -0.35128
O -0.90412 -2.01230 -0.64159
O 2.18262 -0.79530 -0.73284
N -1.54168 -1.04742 1.28933
C -0.98795 -1.03684 0.05586
C 0.17912 1.16129 0.46668
C -0.62690 0.33183 -0.53205
H -0.31572 1.45853 1.38201
H 3.06987 -1.17669 -0.76351
H 1.00679 2.27273 -1.51142
H -1.89379 -1.95905 1.53895
H -1.79869 -0.22801 1.80512
H 1.60344 -1.54602 -0.55048
H -1.57429 0.82729 -0.73570
H 1.16568 0.79349 0.73145
H -0.06408 0.21125 -1.45053
```

=====

Entry 8:
Below is a 2-piece molecular cluster, C3H9NO2S2 overall, with properties calculated with the ωB97M-V functional and the def2-TZVPD basis.

Properties
**HOMO energy**: -8.088 eV
**Kohn-Sham gap**: 8.38 eV
**E**: -30508.51687 eV
**Charge**: 0
**Multiplicity**: 1

Geometry as XYZ:
```
17
C3H9NO2S2, DFT the ωB97M-V functional and the def2-TZVPD basis
S 1.17659 -0.40763 -1.23859
S 1.97595 1.33031 -0.59600
O 1.89640 -0.58201 -2.71187
O -0.24583 -0.31414 -1.47137
N -0.37422 1.64212 0.94225
C -0.70305 0.41707 1.11894
C -2.16341 -0.00677 1.08140
C 1.40166 -1.43207 0.08221
H 0.12934 -0.42924 1.19929
H 2.55176 -1.53386 0.26113
H -2.67726 0.48075 0.28566
H -1.19799 2.27545 0.86655
H 0.64574 1.79690 0.59794
H -2.26343 -1.15507 0.86978
H -2.50635 0.24310 2.12450
H 1.44754 0.05988 -3.22605
H 0.90658 -2.38479 -0.18578
```

=====

Entry 9:
Below is a 2-piece molecular cluster, C3H9NO2Si overall, with properties calculated with the ωB97M-V functional and the def2-TZVPD basis.

Properties
**HOMO energy (alpha / beta)**: -8.553 / -8.521 eV
**Kohn-Sham gap (alpha / beta)**: 7.70 / 7.68 eV
**E**: -16714.11596 eV
**Charge**: 0
**Multiplicity**: 1

Geometry as XYZ:
```
16
C3H9NO2Si, DFT the ωB97M-V functional and the def2-TZVPD basis
Si 0.60089 -0.15711 -0.13267
O 2.79763 0.90608 -1.06222
O 3.03575 -0.15631 0.78661
N 2.37337 0.18052 -0.19180
C -0.57041 2.08634 1.35068
C 0.50057 -1.84847 0.91622
C -0.06089 0.06339 -1.87656
H 0.43577 2.18972 1.73247
H -1.21264 2.83414 0.84353
H -1.24089 1.45229 2.04616
H 0.75037 -1.67719 1.92898
H 1.23029 -2.55791 0.73422
H -0.32438 -2.34986 0.68303
H -0.26261 1.16208 -1.97068
H 0.66940 -0.36295 -2.61871
H -0.99320 -0.47927 -2.10885
```

=====

Entry 10:
Below is a 2-piece molecular cluster, C3H9NO3 overall, with properties calculated with the ωB97M-V functional and the def2-TZVPD basis.

Properties
**HOMO energy**: -9.633 eV
**Kohn-Sham gap**: 10.27 eV
**SMILES**: C[C@@H](N)C(=O)O.O
**E**: -10889.92517 eV
**Charge**: 0
**Multiplicity**: 1

Geometry as XYZ:
```
16
C3H9NO3, DFT the ωB97M-V functional and the def2-TZVPD basis
O 0.09560 1.51110 -0.07647
O 2.30228 0.71078 -1.57349
O -0.84095 1.54994 1.95641
N 0.68599 -1.16815 0.67572
C -1.50107 -0.75889 -0.49374
C -0.50536 0.91432 1.00322
C -0.64016 -0.60173 0.76042
H -2.37765 -0.11487 -0.47042
H 1.67058 0.82013 -0.84138
H 1.10286 -1.08869 -0.23795
H -1.85129 -1.77896 -0.67314
H 0.02732 2.47492 -0.03552
H -1.12134 -0.94723 1.67084
H -0.90271 -0.52668 -1.37569
H 3.11508 1.12544 -1.26220
H 0.74083 -2.12141 0.97339
```

=====

Q: Which of these has the highest multiplicity?
A: C3H9NO2P

=====

Q: The highest multiplicity belongs to which entry?
A: C3H9NO2P